{"formula": "C74H192As3F30N11O18P2", "method": "the ωB97M-V functional and the def2-TZVPD basis", "e_lumo_ha": -0.363, "charge": 6, "homo_ev": -10.67, "elements": ["C", "O", "C", "C", "N", "H", "H", "C", "C", "O", "C", "H", "H", "H", "H", "H", "H", "H", "H", "H", "H", "H", "H", "H", "H", "C", "O", "C", "C", "N", "H", "H", "C", "C", "O", "C", "H", "H", "H", "H", "H", "H", "H", "H", "H", "H", "H", "H", "H", "H", "C", "O", "C", "C", "N", "H", "H", "C", "C", "O", "C", "H", "H", "H", "H", "H", "H", "H", "H", "H", "H", "H", "H", "H", "H", "C", "O", "C", "C", "N", "H", "H", "C", "C", "O", "C", "H", "H", "H", "H", "H", "H", "H", "H", "H", "H", "H", "H", "H", "H", "C", "O", "C", "C", "N", "H", "H", "C", "C", "O", "C", "H", "H", "H", "H", "H", "H", "H", "H", "H", "H", "H", "H", "H", "H", "C", "O", "C", "C", "N", "H", "H", "C", "C", "O", "C", "H", "H", "H", "H", "H", "H", "H", "H", "H", "H", "H", "H", "H", "H", "C", "O", "C", "C", "N", "H", "H", "C", "C", "O", "C", "H", "H", "H", "H", "H", "H", "H", "H", "H", "H", "H", "H", "H", "H", "C", "C", "N", "C", "C", "C", "C", "C", "O", "C", "H", "H", "H", "H", "H", "H", "H", "H", "H", "H", "H", "H", "H", "H", "H", "H", "H", "H", "H", "H", "C", "C", "N", "C", "C", "C", "C", "C", "O", "C", "H", "H", "H", "H", "H", "H", "H", "H", "H", "H", "H", "H", "H", "H", "H", "H", "H", "H", "H", "H", "C", "C", "N", "C", "C", "C", "C", "C", "O", "C", "H", "H", "H", "H", "H", "H", "H", "H", "H", "H", "H", "H", "H", "H", "H", "H", "H", "H", "H", "H", "C", "C", "N", "C", "C", "C", "C", "C", "O", "C", "H", "H", "H", "H", "H", "H", "H", "H", "H", "H", "H", "H", "H", "H", "H", "H", "H", "H", "H", "H", "As", "F", "F", "F", "F", "F", "F", "As", "F", "F", "F", "F", "F", "F", "As", "F", "F", "F", "F", "F", "F", "P", "F", "F", "F", "F", "F", "F", "P", "F", "F", "F", "F", "F", "F"], "positions_angstrom": [[23.007357, 24.115883, 29.138983], [21.701314, 23.505881, 29.347235], [21.399417, 22.544152, 28.319906], [20.148341, 21.819143, 28.820413], [19.298927, 22.758287, 29.635175], [20.011025, 23.108885, 30.298580], [18.865914, 23.526186, 29.134737], [18.180615, 22.097156, 30.331476], [17.416258, 23.156988, 31.043088], [17.244668, 24.142313, 30.096975], [16.133123, 24.994488, 30.425264], [23.103091, 24.613114, 28.181703], [23.746123, 23.310387, 29.235249], [23.171137, 24.811736, 29.953012], [22.159203, 21.827200, 28.156489], [21.204892, 23.230995, 27.480199], [20.361180, 20.975403, 29.442022], [19.584825, 21.518824, 27.939412], [18.687551, 21.475223, 31.061775], [17.613184, 21.472988, 29.678388], [17.957449, 23.678810, 31.838927], [16.478611, 22.816765, 31.451000], [15.166966, 24.565413, 30.376424], [16.103587, 25.882052, 29.847861], [16.257231, 25.400740, 31.437509], [33.134047, 21.527584, 28.895338], [34.488498, 21.319243, 28.512246], [34.933143, 22.080861, 27.438324], [36.208236, 21.373025, 26.811637], [37.111580, 20.889207, 27.978992], [37.201239, 21.634258, 28.664141], [36.674740, 20.129482, 28.521122], [38.524576, 20.435226, 27.564299], [38.592024, 19.029135, 27.011409], [37.900555, 18.846485, 25.758108], [38.077200, 17.557852, 25.130445], [32.464781, 21.009415, 28.142533], [32.829294, 22.537473, 28.858294], [33.020035, 21.006686, 29.812333], [35.105831, 23.116816, 27.789992], [34.059491, 22.071222, 26.718729], [36.795550, 22.107715, 26.276077], [35.924325, 20.504440, 26.087043], [39.089797, 20.566924, 28.486230], [38.870289, 21.211219, 26.889086], [38.168798, 18.274774, 27.672921], [39.576052, 18.622470, 26.810266], [39.086091, 17.175510, 25.321100], [37.657652, 17.696637, 24.080117], [37.413040, 16.837753, 25.691499], [30.430456, 14.609711, 13.123499], [29.234248, 15.120482, 13.608442], [28.882595, 14.537616, 14.823119], [27.674136, 15.248958, 15.471613], [27.772509, 16.707530, 15.400050], [27.586050, 16.997306, 14.478111], [27.015152, 17.045599, 16.000825], [29.013648, 17.252343, 15.944253], [28.814857, 18.796363, 15.952998], [28.486848, 19.089777, 14.587283], [28.258710, 20.456296, 14.363165], [30.510617, 14.981009, 12.157774], [30.421546, 13.535775, 13.165517], [31.395720, 14.919063, 13.599250], [29.721470, 14.565254, 15.488132], [28.571499, 13.486044, 14.631149], [27.603008, 15.018841, 16.558507], [26.788727, 14.824530, 15.122657], [29.861782, 16.960985, 15.343154], [29.141293, 16.825090, 16.944657], [29.748622, 19.201517, 16.261759], [28.065588, 19.111024, 16.629242], [29.104691, 21.147085, 14.695394], [27.349539, 20.729209, 14.949580], [28.147868, 20.491757, 13.295731], [16.185807, 28.475125, 22.121170], [16.331929, 27.363934, 21.273627], [17.671254, 27.132936, 20.908810], [17.694955, 25.890298, 20.012357], [16.611938, 26.094710, 19.000240], [16.257713, 25.170183, 18.846503], [15.878969, 26.591574, 19.431549], [16.962106, 26.687245, 17.648185], [15.628789, 26.969578, 16.998487], [14.948135, 27.794356, 18.003946], [13.527494, 27.841370, 17.953647], [16.309706, 29.462072, 21.607796], [16.924729, 28.308334, 22.954485], [15.219101, 28.403444, 22.669431], [18.276320, 26.972497, 21.838386], [18.151292, 28.021812, 20.407258], [17.491206, 24.953623, 20.585725], [18.623077, 25.785523, 19.518586], [17.501274, 25.937517, 17.074699], [17.662286, 27.475758, 17.855591], [15.103311, 25.959743, 16.931529], [15.689019, 27.426874, 15.969525], [13.150161, 28.668220, 18.498829], [12.953743, 26.984747, 18.295832], [13.202698, 27.988650, 16.942097], [19.900056, 14.662083, 8.672269], [20.711884, 14.748393, 9.862550], [19.927401, 14.811010, 11.044819], [20.761491, 15.440536, 12.209106], [21.272006, 16.766868, 11.718158], [21.847451, 16.548534, 10.898865], [20.484717, 17.294170, 11.363572], [22.030374, 17.638277, 12.699094], [21.005857, 18.205911, 13.644238], [20.022068, 18.861974, 12.823034], [19.247798, 19.794694, 13.575330], [19.183547, 15.525513, 8.691271], [19.300518, 13.771975, 8.657716], [20.479395, 14.823317, 7.810918], [19.677563, 13.794447, 11.242523], [19.013193, 15.457073, 10.906885], [21.608769, 14.802475, 12.497984], [20.217602, 15.613039, 13.166163], [22.602372, 18.408068, 12.160340], [22.786140, 16.997646, 13.154410], [21.523141, 18.866237, 14.345094], [20.474761, 17.462289, 14.298476], [19.882057, 20.640596, 13.770816], [18.865383, 19.374597, 14.503813], [18.497109, 20.182304, 12.869731], [31.256762, 22.826030, 11.379076], [30.700914, 23.369762, 10.184894], [30.919086, 24.730560, 10.248776], [30.428486, 25.223853, 8.967157], [29.040899, 24.707405, 8.640318], [28.889245, 24.551585, 7.597625], [29.028873, 23.727738, 9.042639], [27.839043, 25.494028, 9.130420], [26.556221, 25.110014, 8.352783], [26.985880, 24.218129, 7.422894], [26.027153, 23.956512, 6.412019], [30.505332, 23.032084, 12.186378], [32.153373, 23.399904, 11.572057], [31.424359, 21.767172, 11.309410], [31.975389, 25.049906, 10.225290], [30.382748, 25.212852, 11.087045], [31.035384, 24.873626, 8.131741], [30.406035, 26.296655, 8.920700], [28.192573, 26.513193, 8.974979], [27.679189, 25.310545, 10.199016], [26.156470, 25.954062, 7.824261], [25.751415, 24.717715, 8.964202], [26.525477, 23.320338, 5.735162], [25.711626, 24.849685, 5.819513], [25.187551, 23.547676, 6.917697], [15.684836, 16.839374, 16.202185], [14.423029, 17.507216, 16.374498], [14.549866, 18.854174, 15.918296], [13.270022, 19.529165, 16.232551], [12.072486, 18.631699, 15.847975], [12.242032, 17.782547, 16.430350], [11.150621, 19.008494, 16.086307], [11.998423, 18.135509, 14.388891], [10.616354, 17.505127, 14.228293], [9.641525, 18.383229, 14.777386], [8.452140, 17.519713, 14.734721], [16.112253, 17.147208, 15.245629], [15.604459, 15.782696, 16.172038], [16.354818, 17.142873, 17.031745], [14.743061, 18.779835, 14.797673], [15.331471, 19.404062, 16.411355], [13.086004, 20.497490, 15.754442], [13.129438, 19.681655, 17.328139], [12.809686, 17.410228, 14.307724], [12.090157, 18.986938, 13.715173], [10.480797, 16.542806, 14.716662], [10.422971, 17.370728, 13.156689], [8.438337, 16.776128, 15.512781], [8.500729, 17.090264, 13.748157], [7.498653, 18.117302, 14.741230], [21.862342, 32.729176, 12.769847], [20.750191, 32.530392, 11.760280], [19.389643, 31.979696, 12.281043], [18.786458, 33.036691, 13.066227], [18.587360, 31.689546, 11.000718], [17.136085, 31.260026, 11.204695], [19.589321, 30.760522, 13.264081], [20.126693, 29.520508, 12.630650], [21.463567, 29.535258, 12.039873], [21.755262, 28.217979, 11.573946], [21.598488, 33.294508, 13.662926], [22.628145, 33.265459, 12.193239], [22.239234, 31.725980, 13.104158], [21.106565, 31.854850, 10.944051], [20.474482, 33.554683, 11.380892], [17.788641, 32.683124, 13.353046], [18.623719, 33.954561, 12.530088], [19.359331, 33.158788, 13.943350], [19.221738, 30.993787, 10.411238], [18.696766, 32.619115, 10.454263], [16.975933, 30.467431, 11.892135], [16.757172, 30.898734, 10.253410], [16.563653, 32.113361, 11.504450], [18.697540, 30.734007, 13.838588], [20.295942, 31.217265, 13.902255], [19.429898, 29.074029, 11.972936], [20.261409, 28.816633, 13.453047], [21.050146, 27.834438, 10.788555], [21.830298, 27.483913, 12.350514], [22.745904, 28.235564, 11.114974], [23.581468, 24.192401, 17.485846], [22.950283, 24.417519, 18.869979], [23.702936, 23.843149, 20.031574], [25.219180, 24.669207, 20.169421], [23.116850, 23.940404, 21.338105], [22.556147, 25.295803, 21.745405], [24.628103, 22.912297, 19.926275], [22.147993, 20.162483, 21.119408], [21.804923, 21.038461, 20.266709], [20.817104, 20.566101, 19.160348], [23.711425, 23.109544, 17.211885], [24.542357, 24.673843, 17.287338], [22.912439, 24.668044, 16.809941], [21.939725, 23.908970, 18.937358], [22.925424, 25.457917, 19.118208], [25.409779, 25.013754, 19.170841], [26.050379, 24.139094, 20.625792], [24.773380, 25.416998, 20.841271], [23.848538, 23.532346, 21.998850], [22.349052, 23.206230, 21.325548], [21.942894, 25.179587, 22.678862], [21.857685, 25.722217, 21.042288], [23.391837, 26.076466, 21.970101], [24.997846, 22.544736, 20.883863], [25.117141, 22.749187, 18.939100], [22.774422, 20.491564, 21.916477], [21.786567, 19.146962, 21.047523], [21.267670, 19.759041, 18.583984], [20.578122, 21.492365, 18.682377], [19.975551, 20.170513, 19.779337], [25.540737, 8.424863, 20.444783], [25.138776, 6.944479, 20.982119], [24.943816, 6.733340, 22.224118], [25.430009, 7.398648, 23.493876], [19.324753, 8.036395, 21.488043], [19.636346, 7.189453, 20.529669], [23.906861, 5.433300, 22.252722], [22.418886, 5.545767, 22.040897], [22.093990, 4.255374, 21.129971], [21.105250, 3.590821, 21.847786], [24.940813, 9.065392, 21.037797], [25.057883, 8.465216, 19.475501], [26.442191, 8.875425, 20.631735], [26.295037, 7.215910, 21.011629], [24.798195, 6.191165, 20.162591], [25.937387, 8.316259, 23.420518], [25.641588, 6.596123, 24.253280], [24.416074, 7.778422, 23.689989], [19.288910, 8.462910, 26.061071], [18.280034, 8.414218, 22.228139], [7.305553, 36.186844, 25.606798], [19.619208, 6.891205, 19.473795], [7.416956, 28.741394, 30.927621], [23.940074, 4.841025, 23.264172], [24.333138, 4.558259, 21.629975], [34.642366, 18.280498, 18.541639], [21.650127, 5.771392, 22.863759], [21.693151, 3.994991, 14.732641], [21.359051, 3.825527, 22.770900], [20.669144, 2.861784, 21.063157], [30.976045, 33.006119, 19.604006], [30.039154, 32.603337, 18.378784], [30.585460, 31.388998, 17.535250], [29.548008, 31.177327, 16.465946], [31.875513, 31.678482, 16.963525], [31.916442, 32.712428, 15.935007], [30.572259, 30.155745, 18.411894], [30.605278, 28.806335, 17.743157], [31.629867, 28.669175, 16.778802], [31.787447, 27.221897, 16.577990], [31.806626, 33.580035, 19.211245], [31.276377, 32.180198, 20.218548], [30.473656, 33.774478, 20.140818], [29.869801, 33.469221, 17.765635], [29.096574, 32.291415, 18.800919], [29.941628, 30.486773, 15.708069], [29.350153, 32.171258, 15.985053], [28.697429, 30.750310, 16.978194], [32.291952, 30.785634, 16.549835], [32.525611, 32.042059, 17.730492], [31.303104, 32.406171, 15.062320], [32.874241, 32.875405, 15.509334], [31.524350, 33.670849, 16.173421], [29.755588, 30.134589, 19.182758], [31.439263, 30.217949, 19.062308], [29.580099, 28.651988, 17.302568], [30.739479, 28.059557, 18.504800], [32.036663, 27.075428, 15.523995], [30.890161, 26.694896, 16.813878], [32.541189, 26.909115, 17.308090], [20.908279, 27.953854, 17.477584], [22.228967, 28.998498, 17.644041], [21.572657, 27.249995, 15.955982], [19.490032, 26.795275, 17.377187], [20.234048, 28.520113, 18.978768], [20.036000, 28.995633, 16.473736], [21.768824, 26.749513, 18.479448], [17.442407, 21.872859, 17.411865], [18.937612, 22.690526, 17.144943], [17.914442, 21.727766, 19.050372], [15.947413, 21.126359, 17.688720], [17.124695, 22.062627, 15.671963], [18.198816, 20.351630, 17.063228], [16.711367, 23.371538, 17.822162], [23.992409, 16.966887, 16.222680], [22.490498, 16.818365, 15.321743], [24.984547, 16.610491, 14.716618], [25.472497, 17.020251, 17.083538], [23.139427, 17.265060, 17.723887], [23.874916, 15.223826, 16.565195], [24.032694, 18.681887, 15.893125], [27.466411, 24.245991, 13.244761], [28.625637, 23.813921, 14.206983], [26.907221, 22.729306, 13.159497], [26.490898, 24.612494, 14.465636], [26.274977, 24.592448, 12.184165], [27.894402, 25.766843, 13.269558], [28.348796, 24.006417, 11.965126], [26.285861, 20.852040, 22.257616], [26.790826, 19.340978, 22.184440], [26.012704, 20.893292, 20.598689], [24.660732, 20.287677, 22.399421], [25.507477, 22.459781, 22.308676], [26.397427, 20.981247, 23.805760], [27.670463, 21.533540, 22.033746]], "forces_ev_per_a": [[-0.3, -1.1, 0.9], [1.2, -0.2, -0.1], [-1.4, 2.4, 1.3], [-0.6, 1.0, -1.4], [1.0, -1.0, -0.2], [-0.6, 0.6, -0.1], [0.3, 0.6, -0.4], [1.4, -0.7, 1.9], [0.1, 0.7, 0.6], [-1.9, 1.6, -1.6], [1.1, 0.9, 1.3], [-0.2, 0.1, -0.3], [0.1, 0.3, -0.2], [-0.1, 0.1, 0.0], [1.1, -0.6, -0.4], [-0.1, -1.1, -0.5], [0.2, -0.5, 0.4], [-0.2, -0.3, 0.2], [-0.3, -0.5, 0.2], [-0.4, -0.1, -0.7], [0.3, -0.8, 0.5], [-0.4, -0.5, 0.1], [-0.8, -1.2, -0.2], [0.4, 0.5, -1.2], [0.1, -0.4, 0.1], [-0.3, -1.9, -2.3], [0.6, -0.6, 0.9], [-0.7, -0.5, -1.0], [-1.4, -0.6, 0.3], [-0.3, -0.9, -1.1], [0.0, 0.3, -0.1], [-0.3, 0.2, -0.5], [-0.5, 0.6, 0.2], [-0.9, -1.8, -1.4], [0.0, 1.3, 0.2], [-1.8, 0.0, 1.0], [0.6, 0.4, 0.6], [0.0, 1.4, 0.6], [-0.3, 0.1, 1.0], [0.3, -0.3, -0.5], [1.3, 0.4, 0.0], [0.2, 0.0, -0.2], [0.8, 1.4, 1.7], [0.3, -0.5, -0.1], [0.1, -0.2, -0.3], [-0.2, 0.2, 0.8], [0.9, 0.8, 0.5], [0.1, 0.3, -0.9], [1.2, -0.5, 1.3], [0.4, 0.5, -0.7], [1.4, -0.3, 0.8], [-0.8, 1.1, 0.6], [-1.2, -0.5, 0.2], [2.0, -1.3, 1.6], [-0.8, -1.2, 1.3], [-0.1, 0.9, -1.6], [-0.3, 0.2, -0.3], [0.0, 1.3, 0.7], [0.8, -2.1, -1.9], [0.9, -0.7, 1.5], [0.1, 0.9, 1.0], [0.1, 0.2, -2.0], [0.0, -0.7, -0.3], [-1.0, 0.2, 0.5], [0.7, -0.2, 0.6], [0.3, 0.4, 0.4], [0.5, -0.1, -0.6], [-1.7, 0.2, -1.2], [0.0, 0.1, -0.3], [0.0, 0.2, -0.1], [0.9, 0.8, 0.1], [-1.2, 0.3, 0.8], [-0.8, -1.0, -0.4], [0.4, 0.3, -0.8], [-0.4, 0.7, -0.3], [0.2, 0.1, 1.8], [-0.2, -0.2, -0.7], [1.1, 0.4, 0.5], [-0.8, 0.6, 1.1], [1.7, -1.8, -0.8], [-0.4, -0.8, -0.6], [-1.3, 1.4, 0.6], [-0.3, -0.7, 0.4], [-1.2, -0.1, 0.9], [0.1, -0.6, -0.7], [-0.1, -0.3, -1.1], [0.0, -0.9, 0.4], [-0.3, 0.8, -0.7], [0.4, 0.2, -0.9], [-0.3, -0.1, -0.7], [-0.6, -0.7, 0.2], [-0.1, 0.8, -0.5], [1.0, -0.1, -0.6], [0.0, -0.1, 0.2], [-0.4, 0.7, -0.2], [0.4, 1.2, -0.2], [-0.1, -0.3, 1.2], [0.2, 0.9, 0.7], [0.6, -0.7, 0.4], [-0.1, 0.2, -0.8], [-1.4, 1.7, 1.7], [0.1, 0.8, -0.1], [0.2, 1.2, 0.1], [-0.2, -0.5, 0.2], [0.8, -0.4, -0.4], [0.0, 0.0, 0.0], [-0.4, 0.5, 0.0], [0.1, -0.9, -0.2], [-0.8, 0.1, 0.4], [0.6, -0.6, 0.5], [0.1, 0.3, -1.2], [0.3, -0.6, 0.0], [0.0, -0.7, -0.1], [1.1, -0.3, -0.9], [-0.7, -0.6, 0.8], [0.6, -0.7, -0.1], [0.0, 0.3, -0.4], [0.0, -0.1, -1.0], [-0.7, -0.1, -0.1], [-0.3, 0.1, 0.3], [-0.1, 0.3, -0.2], [0.7, 0.4, -0.7], [0.3, 0.5, 0.6], [-0.3, 0.0, -0.1], [-0.2, -0.4, 0.6], [-1.4, 0.5, 1.1], [0.8, -0.9, 0.4], [-0.3, 1.0, -0.1], [-1.3, 0.7, -2.2], [-0.5, -1.7, -0.4], [0.2, 0.4, 1.5], [-0.1, 1.1, -0.3], [0.4, 0.2, 0.8], [0.7, 1.0, 0.6], [0.4, -1.1, -1.8], [0.2, 1.3, 0.0], [0.8, -0.3, -0.4], [0.5, -0.4, 0.4], [0.1, -0.3, -0.3], [0.0, -0.4, 0.6], [0.3, -0.3, 0.0], [0.2, -0.1, 0.2], [-0.1, 0.6, 0.0], [-0.6, 0.2, 0.0], [0.4, 0.1, -0.2], [-0.3, 1.0, 0.0], [0.0, -0.2, 0.6], [0.1, -1.1, -0.7], [0.3, -0.2, 0.7], [-1.0, -0.7, -0.1], [0.4, 1.4, 0.5], [0.5, -0.1, 0.0], [-0.1, -1.2, -1.6], [-2.4, 0.6, 0.7], [1.3, -1.0, -0.2], [-0.4, 0.5, -0.5], [0.1, 0.2, 0.0], [-0.5, 0.0, 1.3], [0.4, 0.7, -0.3], [-0.6, -1.2, 0.1], [-1.2, 2.1, -0.7], [0.2, 0.1, 0.0], [-0.6, -0.9, 0.2], [-0.2, -0.2, -0.5], [-0.1, 0.6, 1.2], [0.6, 0.1, 0.1], [0.4, -0.2, -0.1], [0.3, -0.1, -0.7], [-0.1, 0.2, -0.4], [0.2, 0.0, 0.2], [0.6, -0.3, 0.1], [0.1, -0.1, 0.1], [0.2, -0.2, 0.3], [-0.4, -0.7, -0.2], [1.2, -0.3, 0.4], [0.2, -1.4, 0.2], [-0.4, 0.6, -0.5], [1.2, -1.0, -1.1], [-2.1, -0.5, 0.2], [0.9, -0.6, 0.3], [0.9, 0.6, -0.9], [1.2, 2.2, -2.2], [1.5, -1.1, 1.0], [-1.5, 0.4, 0.0], [0.3, 0.0, -1.4], [-0.1, 0.2, -0.2], [0.0, -0.2, 0.5], [0.0, 1.0, -0.4], [-0.5, 0.6, 0.7], [0.2, -1.2, -0.1], [0.2, 0.2, 0.2], [0.4, 0.3, -0.4], [0.6, 0.5, 0.9], [-0.6, 0.0, 0.6], [-0.5, 0.2, -0.1], [0.2, -0.7, 0.8], [-0.1, 0.2, -0.2], [-0.6, 0.4, 0.1], [-1.0, -0.9, 0.1], [1.0, 0.0, 1.0], [-0.8, -0.4, -1.1], [-0.5, -0.1, 0.4], [0.3, 0.6, 0.7], [-0.3, -0.3, 0.9], [-0.1, 0.3, 0.0], [0.5, -1.2, 0.6], [0.0, -1.4, -0.1], [-0.9, 3.3, -1.1], [-0.6, 0.6, 0.1], [-1.3, 0.5, 0.7], [0.9, 1.0, 1.4], [3.1, -3.0, -1.8], [-0.1, 0.2, -0.4], [-0.8, -0.7, -1.1], [-0.1, -0.4, 2.5], [-0.4, 1.0, 0.3], [0.0, 0.1, 0.4], [-0.7, 0.2, -0.7], [0.9, 0.9, -0.1], [-0.5, 0.3, -0.2], [0.1, 0.2, -0.2], [0.3, 0.3, 0.3], [0.7, 0.0, -0.2], [0.4, 0.2, 0.8], [-1.1, -0.7, 0.0], [0.9, 0.0, -0.7], [0.0, 0.1, -0.5], [-1.6, -1.3, -0.3], [-0.4, -0.6, -1.0], [-0.8, -0.3, 0.9], [0.4, 0.1, 0.4], [0.0, -0.2, -0.1], [0.3, 0.4, -0.1], [-0.2, 0.1, -0.6], [0.4, 0.5, -0.9], [-5.7, 0.0, -0.5], [6.0, 2.4, -6.4], [-4.4, -4.7, 5.4], [-4.3, -2.4, -0.8], [-2.4, -3.9, -3.3], [-2.5, 5.3, 4.7], [0.6, -1.9, 3.0], [0.5, -1.3, -2.7], [-2.5, 2.5, 4.8], [3.2, -0.2, -9.0], [-1.3, 1.0, 0.7], [0.9, 0.4, -0.6], [2.8, 0.2, -0.4], [0.3, -3.1, -0.6], [0.7, 1.7, 1.8], [1.7, 0.5, -0.5], [0.5, 1.2, -0.8], [0.3, 0.2, 1.4], [0.1, 0.0, -0.1], [4.3, -1.3, -2.3], [0.0, -0.1, 0.1], [0.7, 0.0, 1.0], [0.0, 0.1, -0.1], [0.9, 1.7, -0.9], [-0.4, 2.0, 0.2], [-0.1, 0.0, 0.0], [1.1, -0.7, -1.5], [0.0, 0.0, 0.1], [-0.8, -0.4, 4.8], [-0.2, 1.0, 2.5], [-0.5, 0.1, -2.7], [1.6, -0.7, 2.0], [-3.2, 0.6, 1.0], [0.4, 0.8, -0.7], [2.0, 0.1, 0.3], [-2.0, 0.3, -2.7], [1.0, 0.0, 1.7], [-1.1, 0.7, -1.3], [-0.9, -1.0, 0.3], [1.0, 1.3, -0.1], [0.6, -0.4, 0.0], [0.1, -0.2, 0.3], [-0.9, 0.2, 0.8], [0.1, 0.0, -0.6], [-0.4, -0.3, -0.2], [-0.1, 0.1, 0.3], [-0.1, -1.1, 0.5], [-0.4, 0.2, -0.3], [0.1, -0.8, 0.0], [0.4, -0.3, 1.0], [0.4, 0.1, 0.2], [1.1, -0.1, 0.1], [-0.2, 0.9, 0.7], [0.2, 0.5, -1.2], [0.5, 0.3, -0.2], [0.9, -0.3, 0.0], [-0.1, -0.2, 0.7], [0.3, -0.2, 0.4], [-0.9, -0.3, -0.1], [0.2, -0.2, -0.5], [-0.3, -3.1, -0.3], [0.5, 0.5, -0.1], [-0.3, 0.2, 1.6], [2.0, 0.7, 0.1], [-0.3, 0.3, -0.4], [-0.7, 1.1, -0.2], [-0.5, 0.5, -0.8], [1.4, 0.1, -1.9], [0.6, 0.3, -0.1], [0.0, -0.4, 1.1], [-1.0, -0.7, 0.1], [-0.3, -0.1, 1.2], [0.0, -0.3, 0.0], [-0.6, 1.2, -0.1], [-1.0, -1.7, -0.2], [0.7, 0.1, 0.4], [-1.1, 0.5, 1.2], [1.0, 0.3, 0.3], [0.1, 0.2, -0.7], [0.3, 1.3, -0.6], [0.1, -0.7, -0.1], [-3.1, 0.0, -0.6], [1.0, -0.3, 0.8], [0.3, -0.4, 0.7], [-0.4, -0.7, 0.7], [-0.8, 0.8, -0.2], [1.0, 1.4, -0.2], [2.0, -0.6, -1.4], [-2.9, -0.8, -1.4], [0.0, 1.0, 0.1], [0.5, -0.4, 1.4], [1.7, 0.5, 0.0], [1.2, -0.9, 0.7], [0.0, -0.3, 0.7], [0.6, 0.2, -0.2]], "lowdin_charge": [-0.042, -0.235, -0.168, -0.067, 0.050, 0.178, 0.167, -0.091, -0.223, -0.199, -0.044, 0.088, 0.099, 0.096, 0.121, 0.138, 0.135, 0.141, 0.148, 0.142, 0.149, 0.141, 0.088, 0.083, 0.107, -0.065, -0.225, -0.214, -0.040, 0.067, 0.171, 0.178, -0.059, -0.187, -0.244, -0.067, 0.113, 0.077, 0.087, 0.135, 0.142, 0.120, 0.166, 0.141, 0.135, 0.130, 0.130, 0.088, 0.122, 0.099, -0.101, -0.170, -0.209, -0.093, 0.038, 0.148, 0.122, -0.073, -0.155, -0.198, -0.108, 0.074, 0.092, 0.114, 0.116, 0.148, 0.156, 0.104, 0.134, 0.152, 0.121, 0.115, 0.110, 0.101, 0.082, -0.091, -0.213, -0.208, -0.066, 0.071, 0.129, 0.117, -0.097, -0.140, -0.205, -0.086, 0.112, 0.098, 0.104, 0.135, 0.136, 0.152, 0.104, 0.125, 0.109, 0.146, 0.149, 0.082, 0.090, 0.082, -0.054, -0.200, -0.191, -0.065, 0.054, 0.177, 0.154, -0.079, -0.223, -0.210, -0.074, 0.100, 0.092, 0.078, 0.124, 0.140, 0.146, 0.141, 0.151, 0.111, 0.126, 0.130, 0.087, 0.082, 0.102, -0.053, -0.179, -0.277, -0.104, 0.050, 0.193, 0.188, -0.040, -0.212, -0.220, -0.045, 0.093, 0.087, 0.093, 0.150, 0.143, 0.147, 0.131, 0.129, 0.108, 0.120, 0.134, 0.086, 0.116, 0.086, -0.058, -0.202, -0.228, -0.078, 0.061, 0.178, 0.162, -0.054, -0.235, -0.192, -0.047, 0.084, 0.080, 0.108, 0.150, 0.101, 0.145, 0.152, 0.131, 0.142, 0.128, 0.139, 0.093, 0.080, 0.121, -0.065, -0.163, -0.265, -0.018, -0.142, -0.037, -0.035, -0.166, -0.185, -0.093, 0.082, 0.101, 0.092, 0.138, 0.144, 0.115, 0.123, 0.096, 0.136, 0.128, 0.069, 0.097, 0.076, 0.129, 0.104, 0.110, 0.132, 0.108, 0.081, 0.094, -0.033, -0.129, -0.229, 0.150, -0.190, -0.032, 0.008, 0.117, -0.101, 0.087, 0.105, 0.085, 0.073, 0.163, 0.082, 0.103, 0.122, 0.104, 0.112, 0.115, 0.102, 0.062, 0.117, 0.031, 0.154, 0.071, 0.120, 0.104, 0.061, 0.111, -0.062, -0.283, -0.167, 0.010, -0.085, -0.061, -0.152, -0.097, -0.155, 0.105, 0.059, 0.086, 0.047, 0.142, 0.174, 0.065, 0.111, 0.096, -0.171, 0.135, 0.020, 0.019, -0.020, 0.136, 0.137, -0.286, 0.099, -0.103, 0.009, 0.141, -0.022, -0.095, -0.250, 0.016, -0.215, -0.055, -0.101, -0.248, -0.189, -0.032, 0.079, 0.071, 0.077, 0.116, 0.117, 0.123, 0.125, 0.107, 0.129, 0.130, 0.098, 0.096, 0.082, 0.163, 0.134, 0.141, 0.125, 0.102, 0.073, 0.103, 0.790, -0.218, -0.290, -0.312, -0.252, -0.231, -0.293, 0.667, -0.259, -0.247, -0.222, -0.272, -0.258, -0.242, 0.817, -0.263, -0.289, -0.239, -0.264, -0.266, -0.256, 0.035, -0.120, -0.162, -0.162, -0.190, -0.144, -0.148, 0.289, -0.106, -0.207, -0.239, -0.272, -0.095, -0.093]}